C32H45BrN2P2Pt as an isolated structure at a distorted geometry, computed with ωB97M-V with the def2-TZVPD basis set.

⟨S²⟩ ... 2.082
Total energy ... -4731.24275 hartree
E_HOMO (spin up / spin down) ... -12.81 / -12.45 eV
Kohn-Sham gap (spin up / spin down) ... 5.27 / 3.82 eV
M ... 794.7 g/mol

ORCA input file:
```
! RIJCOSX wB97M-V def2-TZVPD def2/J DEFGRID3
* xyz 2 3
N -0.05 6.65 3.44
C 0.37 5.70 4.28
C 1.31 4.73 3.93
C 1.84 4.73 2.61
C 1.43 5.77 1.75
C 0.48 6.70 2.21
C 2.71 3.67 2.13
Pt 0.57 -0.85 -1.76
P -0.40 -3.72 -1.70
C 3.17 3.57 0.83
C 3.35 2.31 0.16
C 3.32 2.23 -1.27
C 2.73 1.12 -1.85
C 2.21 0.11 -1.01
C 2.70 -0.02 0.30
C 3.32 1.09 0.89
Br -0.53 -1.47 -3.95
H 2.96 2.89 2.86
H 3.32 4.48 0.23
H 1.60 3.98 4.66
H 1.81 5.84 0.74
H -0.08 5.71 5.28
H 0.14 7.49 1.54
H 3.69 3.08 -1.86
H 3.72 1.06 1.90
H 2.60 1.02 -2.92
H 2.58 -0.94 0.87
P -1.06 0.86 -1.63
C 1.16 -4.60 -1.29
C 1.10 -6.12 -1.16
H 1.53 -4.14 -0.36
H 1.87 -4.30 -2.09
H 1.79 -6.43 -0.36
H 0.11 -6.50 -0.89
H 1.44 -6.62 -2.07
C -1.06 -4.61 -3.17
C 0.00 -5.08 -4.18
H -1.71 -3.86 -3.66
H -1.69 -5.43 -2.81
H -0.12 -4.54 -5.13
H 1.04 -4.94 -3.85
H -0.13 -6.14 -4.40
C -1.60 -4.00 -0.31
C -2.18 -5.40 -0.08
H -2.41 -3.28 -0.50
H -1.08 -3.64 0.59
H -3.12 -5.29 0.48
H -2.42 -5.93 -1.01
H -1.51 -6.02 0.52
C -2.63 0.40 -0.82
C -3.50 -0.56 -1.63
H -3.16 1.35 -0.66
H -2.39 0.00 0.17
H -4.28 -0.97 -0.98
H -3.99 -0.04 -2.46
H -2.92 -1.40 -2.05
C -1.55 1.61 -3.22
C -0.37 2.21 -4.00
H -2.30 2.38 -2.98
H -2.04 0.83 -3.81
H -0.77 2.86 -4.79
H 0.28 2.82 -3.37
H 0.23 1.43 -4.47
C -0.31 2.22 -0.64
C -1.14 2.94 0.41
H 0.05 2.94 -1.39
H 0.60 1.80 -0.18
H -0.54 3.76 0.82
H -2.06 3.37 -0.01
H -1.41 2.28 1.25
N 0.09 -1.10 0.17
C -0.12 -0.85 1.30
C -0.31 -0.52 2.67
C 0.01 0.77 3.14
C -0.29 1.13 4.46
C -0.84 0.18 5.33
C -1.10 -1.12 4.88
C -0.85 -1.47 3.56
H 0.51 1.48 2.47
H -0.09 2.15 4.79
H -1.06 0.46 6.36
H -1.50 -1.86 5.57
H -1.07 -2.47 3.18
*
```


C32H46AuN2O4PS as an isolated structure at a distorted geometry, computed with ωB97M-V with the def2-TZVPD basis set.

⟨S²⟩ ... 2.016
Total energy ... -2532.56307 hartree
E_HOMO (spin up / spin down) ... -7.25 / -8.36 eV
Kohn-Sham gap (spin up / spin down) ... 7.78 / 6.24 eV
M ... 782.7 g/mol

ORCA input file:
```
! RIJCOSX wB97M-V def2-TZVPD def2/J DEFGRID3
* xyz 0 3
Au -0.82 0.31 1.92
N -0.70 -0.63 4.20
C 0.67 -0.39 4.63
C 1.01 1.10 4.46
O 1.58 1.73 5.33
N 0.67 1.58 3.24
C 0.45 2.91 3.09
C -1.22 3.20 2.95
O -1.51 4.33 3.21
O -1.86 2.22 2.57
H -0.91 -1.63 4.21
H -1.36 -0.15 4.81
H 0.86 -0.67 5.67
H 1.33 -0.97 3.98
H 0.75 3.54 3.94
H 0.79 3.29 2.13
C 6.48 -7.69 1.20
C 5.26 -6.85 0.96
O 4.19 -6.99 1.48
S 5.56 -5.56 -0.24
C 4.11 -4.56 0.02
C 2.86 -4.96 -0.43
C 1.75 -4.20 -0.13
C 1.88 -3.03 0.62
C 3.14 -2.63 1.05
C 4.26 -3.38 0.75
C 0.79 -2.19 0.98
C -0.06 -1.41 1.34
H 6.18 -8.73 1.30
H 6.94 -7.37 2.13
H 7.21 -7.56 0.40
H 2.76 -5.87 -1.00
H 0.77 -4.51 -0.49
H 3.24 -1.72 1.63
H 5.24 -3.06 1.07
C -1.37 5.37 -2.20
C -2.43 5.15 -1.12
C -2.60 3.64 -0.83
C -1.31 2.87 -1.16
C -0.14 3.74 -0.72
C 0.00 4.93 -1.68
P -1.23 1.16 -0.39
C -0.01 0.22 -1.44
C -0.19 0.33 -2.96
C 0.96 1.09 -3.61
C 2.30 0.38 -3.37
C 2.37 -0.25 -1.97
C 1.44 0.49 -1.02
C -2.89 0.41 -0.78
C -2.82 -1.12 -0.92
C -4.17 -1.67 -1.39
C -5.35 -1.00 -0.67
C -4.89 -0.35 0.62
C -3.90 0.78 0.33
H -1.34 6.42 -2.49
H -1.65 4.79 -3.08
H -3.38 5.56 -1.45
H -2.13 5.68 -0.21
H -3.43 3.25 -1.43
H -2.85 3.50 0.22
H -1.25 2.70 -2.24
H 0.80 3.18 -0.68
H -0.34 4.11 0.29
H 0.64 4.67 -2.52
H 0.48 5.76 -1.15
H -0.19 -0.82 -1.13
H -1.14 0.80 -3.22
H -0.21 -0.67 -3.40
H 1.00 2.10 -3.19
H 0.79 1.18 -4.68
H 3.11 1.10 -3.48
H 2.45 -0.39 -4.12
H 3.39 -0.23 -1.59
H 2.06 -1.30 -2.02
H 1.69 1.55 -1.06
H 1.58 0.15 0.01
H -3.21 0.82 -1.74
H -2.54 -1.55 0.04
H -2.07 -1.41 -1.65
H -4.18 -2.75 -1.20
H -4.26 -1.53 -2.47
H -6.13 -1.74 -0.46
H -5.80 -0.24 -1.31
H -4.42 -1.11 1.25
H -5.74 0.06 1.17
H -3.37 1.02 1.25
H -4.46 1.67 0.03
*
```


C32H46GaN3P2S as an isolated structure at a distorted geometry, computed with ωB97M-V with the def2-TZVPD basis set.

Total energy ... -4416.45941 hartree
E_HOMO ... -12.70 eV
Kohn-Sham gap ... 6.16 eV
M ... 636.5 g/mol

ORCA input file:
```
! RIJCOSX wB97M-V def2-TZVPD def2/J DEFGRID3
* xyz 2 1
Ga 0.16 0.57 0.05
C 1.39 -1.08 4.29
C 0.39 0.07 4.22
C -0.94 -0.29 4.89
P 0.16 0.90 2.55
C -0.78 2.43 2.93
C -0.33 3.61 2.08
C -2.27 2.15 2.69
C 1.92 1.27 2.27
C 2.65 2.21 3.00
C 4.01 2.41 2.78
C 4.80 3.40 3.59
C 4.62 1.64 1.78
C 3.92 0.69 1.05
C 2.57 0.47 1.33
N 1.70 -0.41 0.61
C 2.05 -1.59 -0.05
C 3.30 -2.21 0.01
C 3.55 -3.33 -0.76
C 2.60 -3.88 -1.63
C 2.93 -5.10 -2.46
C 1.34 -3.32 -1.62
C 1.04 -2.22 -0.81
P -0.60 -1.57 -0.58
C -1.70 -1.70 -2.04
C -2.04 -3.09 -2.60
C -1.17 -0.84 -3.19
C -1.35 -2.28 0.93
C -2.33 -3.42 0.61
C -0.28 -2.77 1.90
H 1.69 -1.19 5.34
H 2.29 -0.91 3.71
H 0.94 -2.02 3.99
H 0.83 0.94 4.72
H -1.46 -1.07 4.32
H -1.61 0.56 5.00
H -0.75 -0.69 5.88
H -0.63 2.65 3.99
H -0.40 3.37 1.01
H 0.69 3.93 2.28
H -0.99 4.46 2.25
H -2.46 1.90 1.64
H -2.85 3.05 2.93
H -2.66 1.34 3.30
H 2.16 2.81 3.76
H 4.16 4.01 4.23
H 5.38 4.07 2.95
H 5.52 2.89 4.24
H 5.67 1.80 1.56
H 4.42 0.15 0.26
H 4.07 -1.84 0.68
H 4.53 -3.79 -0.70
H 3.97 -5.09 -2.76
H 2.31 -5.14 -3.36
H 2.76 -6.01 -1.89
H 0.57 -3.79 -2.22
H -2.62 -1.23 -1.68
H -1.18 -3.56 -3.08
H -2.79 -2.94 -3.38
H -2.45 -3.78 -1.88
H -0.20 -1.20 -3.55
H -1.07 0.20 -2.90
H -1.87 -0.87 -4.02
H -1.91 -1.46 1.39
H -1.83 -4.24 0.10
H -3.19 -3.09 0.02
H -2.72 -3.80 1.56
H 0.22 -3.66 1.52
H -0.76 -3.03 2.84
H 0.48 -2.01 2.08
N 2.59 6.50 -2.63
C 2.47 5.32 -3.27
S 2.89 5.02 -4.81
C 1.96 4.20 -2.40
C 2.36 4.04 -1.08
C 1.91 2.97 -0.34
N 1.07 2.05 -0.86
C 0.67 2.23 -2.15
C 1.09 3.26 -2.94
H 2.94 7.29 -3.14
H 2.22 6.65 -1.70
H 3.07 4.72 -0.63
H 2.23 2.84 0.68
H 0.01 1.48 -2.56
H 0.78 3.34 -3.97
*
```


C32H46HgN9SSe2 as an isolated structure, computed with ωB97M-V with the def2-TZVPD basis set.

⟨S²⟩ ... 0.781
Total energy ... -7094.16151 hartree
E_HOMO (spin up / spin down) ... 0.88 / -0.30 eV
Kohn-Sham gap (spin up / spin down) ... 3.28 / 4.46 eV
M ... 947.4 g/mol

ORCA input file:
```
! RIJCOSX wB97M-V def2-TZVPD def2/J DEFGRID3
* xyz -2 2
Hg -0.75 0.45 1.12
C 1.98 -2.96 -4.77
C 1.48 -3.92 -3.70
N 0.21 -3.49 -3.10
C 0.30 -2.26 -2.36
S 0.75 -2.59 -0.69
N 0.09 -1.17 -2.97
N -0.16 -0.01 -2.28
C 0.21 1.11 -2.89
C 1.15 1.08 -4.08
C -0.30 2.35 -2.43
C 0.31 3.59 -2.79
C -0.18 4.77 -2.31
C -1.32 4.76 -1.45
C -1.86 3.51 -1.17
N -1.41 2.35 -1.62
H 2.83 -3.41 -5.31
H 2.31 -2.02 -4.32
H 1.18 -2.73 -5.48
H 2.25 -4.05 -2.93
H 1.29 -4.90 -4.16
H -0.08 -4.21 -2.44
H 1.04 0.12 -4.58
H 2.20 1.17 -3.78
H 0.93 1.87 -4.79
H 1.19 3.60 -3.42
H 0.30 5.71 -2.58
H -1.75 5.66 -1.04
H -2.74 3.43 -0.53
N -2.54 4.03 2.19
C -3.85 3.82 1.82
C -4.25 2.74 2.54
N -3.21 2.26 3.31
C -2.20 3.05 3.06
C -0.85 2.92 3.64
N -0.44 1.93 4.36
C 0.89 2.17 4.61
C 1.27 3.36 4.04
N 0.14 3.83 3.42
H -1.90 4.61 1.68
H -4.35 4.45 1.11
H -5.22 2.26 2.54
H 1.51 1.46 5.14
H 2.21 3.88 4.00
H 0.12 4.61 2.79
C -4.47 -1.68 2.54
Se -3.34 -2.50 1.18
C -4.54 -2.20 -0.34
C -4.90 -0.73 -0.59
Se -3.36 0.43 -1.03
C -3.45 0.12 -2.94
H -5.52 -1.95 2.38
H -4.34 -0.60 2.54
H -4.14 -2.07 3.50
H -5.44 -2.80 -0.16
H -4.00 -2.62 -1.18
H -5.36 -0.30 0.29
H -5.62 -0.66 -1.41
H -4.47 0.23 -3.29
H -3.04 -0.86 -3.19
H -2.82 0.89 -3.40
C 0.61 -2.69 3.73
C 1.12 -2.99 2.32
C 1.30 -4.50 2.13
C 2.39 -2.20 1.99
C 3.45 -2.27 2.88
C 4.59 -1.49 2.75
C 4.63 -0.59 1.69
C 3.62 -0.50 0.74
C 3.82 0.48 -0.40
C 3.83 -0.17 -1.79
C 2.77 1.61 -0.35
C 2.46 -1.34 0.84
N 1.52 -1.22 -0.13
H -0.32 -3.24 3.92
H 0.40 -1.63 3.86
H 1.34 -2.99 4.50
H 0.34 -2.66 1.64
H 2.05 -4.89 2.83
H 1.64 -4.72 1.12
H 0.36 -5.03 2.30
H 3.38 -2.95 3.73
H 5.40 -1.56 3.47
H 5.50 0.05 1.57
H 4.80 0.93 -0.24
H 2.84 -0.55 -2.03
H 4.53 -1.01 -1.81
H 4.14 0.56 -2.54
H 1.77 1.19 -0.35
H 2.88 2.27 -1.22
H 2.90 2.22 0.55
*
```


C32H46N2P2S5Y as an isolated structure, computed with ωB97M-V with the def2-TZVPD basis set.

Total energy ... -4068.40024 hartree
E_HOMO ... -10.15 eV
Kohn-Sham gap ... 7.97 eV
M ... 769.9 g/mol

ORCA input file:
```
! RIJCOSX wB97M-V def2-TZVPD def2/J DEFGRID3
* xyz 1 1
Y 0.68 -0.04 0.90
C 3.75 0.67 -0.15
N 2.53 0.06 -0.76
C 2.84 -1.36 -1.08
C 1.61 -2.23 -1.16
N 0.98 -2.39 0.18
C -0.35 -3.03 0.01
C 1.82 -3.22 1.06
C 2.02 -4.55 0.73
C 2.76 -5.39 1.54
C 3.30 -4.88 2.72
C 3.11 -3.55 3.05
C 2.38 -2.69 2.23
S 2.28 -0.98 2.70
C 2.18 0.85 -1.95
C 3.04 0.85 -3.04
C 2.82 1.64 -4.15
C 1.71 2.48 -4.17
C 0.85 2.49 -3.09
C 1.04 1.67 -1.97
S -0.21 1.76 -0.71
H 4.62 0.54 -0.79
H 3.94 0.22 0.82
H 3.58 1.74 -0.02
H 3.49 -1.74 -0.29
H 3.38 -1.44 -2.02
H 1.89 -3.20 -1.56
H 0.87 -1.78 -1.83
H -0.29 -3.94 -0.58
H -1.03 -2.34 -0.51
H -0.75 -3.28 0.99
H 1.59 -4.95 -0.19
H 2.91 -6.43 1.26
H 3.87 -5.53 3.37
H 3.54 -3.15 3.96
H 3.93 0.22 -3.02
H 3.50 1.60 -4.99
H 1.52 3.12 -5.02
H -0.02 3.14 -3.10
C -4.23 -2.70 -2.38
C -4.26 -2.35 -0.90
S -3.20 -0.99 -0.33
C -3.59 0.35 -1.47
C -2.85 0.38 -2.83
S -1.27 -0.50 -2.87
C -1.36 -1.36 -4.44
C -2.41 -2.50 -4.52
S -2.69 -3.45 -3.00
H -4.44 -1.82 -2.98
H -5.03 -3.42 -2.57
H -3.97 -3.20 -0.29
H -5.28 -2.09 -0.63
H -3.34 1.25 -0.90
H -4.67 0.36 -1.62
H -2.65 1.43 -3.08
H -3.48 -0.03 -3.62
H -0.35 -1.76 -4.58
H -1.53 -0.64 -5.24
H -2.11 -3.22 -5.28
H -3.38 -2.10 -4.83
C -2.65 -0.08 3.43
P -1.08 0.72 2.97
C -0.24 0.81 4.60
C -1.49 2.46 2.59
C -2.81 2.92 2.69
C -3.12 4.24 2.40
C -2.12 5.12 2.02
C -0.81 4.67 1.91
C -0.48 3.34 2.18
P 1.27 2.75 2.04
C 1.97 3.45 3.59
C 2.07 3.88 0.84
H -3.31 -0.14 2.57
H -3.14 0.45 4.24
H -2.42 -1.09 3.76
H -0.74 1.55 5.23
H 0.81 1.06 4.48
H -0.29 -0.17 5.07
H -3.60 2.24 2.98
H -4.15 4.58 2.47
H -2.35 6.15 1.79
H -0.05 5.37 1.59
H 1.91 4.54 3.54
H 3.02 3.15 3.69
H 1.43 3.10 4.46
H 1.89 4.92 1.11
H 1.73 3.69 -0.17
H 3.15 3.71 0.91
*
```


> M of number 5 (C32H46N2P2S5Y)?

769.9 g/mol


> Which of these has the highest M?

C32H46HgN9SSe2


> The lowest M belongs to which entry?

C32H46GaN3P2S